[1]
{"formula": "C6H9N", "method": "ωB97M-V/def2-TZVPD", "de_lowest_kj_mol": 415.3, "homo_lumo_gap_ev": 8.7, "e_homo_ha": -0.3240, "molar_mass_g_mol": 95.14, "symbols": ["N", "C", "C", "C", "C", "C", "C", "H", "H", "H", "H", "H", "H", "H", "H", "H"], "positions_angstrom": [[1.766541, -1.448373, -1.542429], [-1.765089, -0.455314, -0.253338], [0.588867, 0.494561, -0.217174], [-1.778247, -1.556965, -1.216212], [1.620043, 1.255786, 0.623573], [1.247393, -0.581649, -0.977732], [-0.561367, -0.095122, 0.623252], [0.159472, 1.186831, -0.953883], [-2.280420, 0.444880, -0.615259], [-1.014395, -2.286138, -0.867463], [-0.201643, -0.977228, 1.167455], [-0.854156, 0.653031, 1.370412], [2.076577, 0.602170, 1.373289], [-2.546071, -0.986677, 0.355482], [2.414383, 1.663096, -0.008333], [1.128116, 2.087118, 1.138353]], "forces_ev_per_angstrom": [[-0.51, 0.85, 0.53], [0.07, 0.04, -0.26], [-0.02, 0.06, -0.03], [0.14, 0.12, 0.38], [0.04, 0.04, 0.06], [0.40, -0.73, -0.50], [0.03, -0.06, 0.07], [0.06, -0.09, 0.08], [0.04, -0.14, 0.04], [-0.13, 0.07, -0.02], [-0.04, 0.13, -0.09], [0.03, -0.09, -0.13], [-0.08, 0.07, -0.11], [0.00, -0.06, -0.05], [-0.11, -0.08, 0.10], [0.07, -0.13, -0.07]], "lowdin_charge": [0.167, -0.350, -0.370, 0.128, -0.064, -0.209, -0.189, 0.147, 0.102, -0.002, 0.126, 0.115, 0.090, 0.142, 0.085, 0.082]}


[2]
{"formula": "C27H30Cl2NO2", "method": "ωB97M-V/def2-TZVPD", "homo_lumo_gap_ev": 4.3, "e_homo_ha": -0.3628, "charge": 1, "molar_mass_g_mol": 471.45, "symbols": ["Cl", "Cl", "O", "O", "N", "C", "C", "C", "C", "C", "C", "C", "C", "C", "C", "C", "C", "C", "C", "C", "C", "C", "C", "C", "C", "C", "C", "C", "C", "C", "C", "C", "H", "H", "H", "H", "H", "H", "H", "H", "H", "H", "H", "H", "H", "H", "H", "H", "H", "H", "H", "H", "H", "H", "H", "H", "H", "H", "H", "H", "H", "H"], "positions_angstrom": [[-4.774776, 2.720638, -7.195501], [-3.962946, -4.430811, 3.030050], [0.286560, -0.597211, 3.357485], [-0.731136, 1.242410, 2.493537], [2.691821, 0.557828, 2.238897], [-1.075320, -2.358099, 1.222762], [1.558089, -0.412181, 0.295526], [-1.693080, 2.057928, -4.752160], [3.091450, -1.144050, -1.642827], [-3.114631, -2.013047, -0.022908], [1.621157, 1.334291, 2.827206], [-2.473277, 2.546088, -5.793926], [2.682211, 0.140045, 0.929836], [-3.558970, 0.717329, -3.960448], [-4.353308, 1.215923, -4.992830], [0.331888, 0.550879, 2.933081], [-3.115929, -3.457999, 1.909790], [-3.809493, 2.125223, -5.915183], [1.678177, -1.106435, -1.007036], [-3.798579, -2.870652, 0.832756], [3.943679, 0.064333, -1.264432], [-2.205942, 1.130054, -3.807975], [-1.741424, -1.673902, 0.178250], [3.529071, 1.165959, 4.376640], [4.036553, 0.213767, 0.252736], [-1.096555, -0.658373, -0.646807], [-1.656770, -0.423224, -1.925216], [2.120687, 1.729507, 4.235441], [3.933164, 0.693604, 2.978574], [-1.741891, -3.234544, 2.071753], [-1.372498, 0.668845, -2.728883], [-2.051530, 0.715213, 2.751871], [-1.199273, -3.736540, 2.868335], [2.997114, -1.209487, -2.733771], [4.229917, 1.918854, 4.743960], [4.589806, 1.456421, 2.529049], [-0.006608, -2.224301, 1.348775], [-0.656169, 2.380180, -4.652498], [3.596856, -2.060617, -1.310166], [-2.363540, -1.157852, -2.336906], [1.452736, 1.351381, 5.016747], [0.992589, -0.604634, -1.702062], [1.308026, -2.142644, -0.924035], [-3.985492, 0.014522, -3.244534], [0.692993, -0.570306, 0.930334], [-3.666549, -1.557116, -0.847222], [4.700871, -0.577362, 0.647037], [-0.548742, 0.171620, -0.197888], [-4.855386, -3.082528, 0.685638], [4.503420, -0.244706, 3.002293], [-2.003551, -0.171367, 3.389853], [4.543136, 1.168246, 0.469910], [3.505685, 0.976198, -1.688185], [1.387613, 2.232621, 2.227458], [-2.067319, 3.249591, -6.516805], [-2.494826, 0.469624, 1.783842], [-0.440010, 1.207120, -2.550516], [4.949332, -0.035769, -1.689171], [3.544890, 0.321629, 5.072168], [2.124466, 2.821306, 4.282728], [-2.616629, 1.516184, 3.232884], [-5.391808, 0.910395, -5.097311]], "forces_ev_per_angstrom": [[0.02, -0.01, 0.07], [-0.04, -0.11, 0.01], [-0.25, 1.52, -0.40], [0.04, 0.03, 0.28], [-0.30, 0.29, 0.46], [-0.09, 0.09, 0.08], [3.22, 1.19, 2.36], [-0.17, 0.02, 0.08], [-0.17, -0.12, 0.21], [0.07, -0.04, -0.05], [-0.29, 0.15, -0.30], [-0.06, -0.22, 0.21], [-1.35, -1.35, -1.18], [0.05, 0.19, -0.31], [0.37, -0.14, 0.32], [-0.03, -1.90, 0.52], [0.50, 0.52, -0.49], [0.58, -0.23, 0.55], [-0.18, 0.05, -1.00], [0.40, 0.19, -0.05], [-0.21, -0.08, 0.00], [-0.17, 0.07, -0.45], [0.05, -0.72, 0.27], [0.25, -0.49, 0.08], [0.23, -0.13, -0.43], [-3.05, 0.70, -1.21], [0.24, -0.55, 0.26], [-0.41, 0.47, -0.03], [0.60, 0.54, 0.06], [-0.12, 0.13, -0.23], [-0.16, 0.00, -0.02], [0.14, 0.02, -0.03], [-0.12, 0.12, -0.14], [0.00, -0.07, 0.22], [-0.09, -0.15, 0.02], [-0.09, -0.17, 0.02], [-0.20, -0.04, 0.15], [-0.26, 0.00, -0.08], [-0.03, 0.18, -0.04], [0.27, 0.37, 0.38], [0.14, 0.12, -0.17], [0.21, -0.23, -0.35], [0.05, 0.22, -0.01], [0.01, 0.23, -0.23], [0.45, 0.12, -0.22], [0.10, -0.08, 0.42], [-0.28, 0.24, -0.02], [0.44, -0.63, -0.19], [0.24, 0.10, 0.02], [-0.25, 0.16, -0.02], [0.04, 0.18, -0.15], [-0.31, -0.29, 0.09], [0.01, -0.07, 0.03], [0.21, -0.22, 0.06], [-0.06, -0.16, 0.17], [-0.06, -0.01, 0.21], [-0.20, 0.12, 0.08], [-0.18, 0.03, 0.06], [-0.05, 0.17, -0.08], [-0.03, -0.15, 0.18], [0.06, -0.16, -0.09], [0.24, 0.04, 0.06]], "lowdin_charge": [0.759, 0.752, 0.094, -0.033, -0.053, -0.005, -0.069, 0.004, -0.176, -0.008, -0.186, -0.070, -0.179, 0.009, -0.069, -0.458, -0.654, -0.646, -0.208, -0.073, -0.196, -0.201, -0.191, -0.136, -0.136, 0.036, -0.066, -0.094, -0.153, -0.061, 0.060, -0.011, 0.124, 0.111, 0.114, 0.116, 0.107, 0.127, 0.118, 0.121, 0.124, 0.074, 0.123, 0.115, 0.040, 0.108, 0.133, 0.118, 0.117, 0.130, 0.096, 0.119, 0.117, 0.161, 0.118, 0.080, 0.140, 0.116, 0.117, 0.119, 0.100, 0.117]}